# 1
The following is a DFT calculation (ωB97M-V/def2-TZVPD) of a single C6H9N molecule.

The geometry in ORCA input format:
```
! RIJCOSX wB97M-V def2-TZVPD def2/J DEFGRID3
* xyz 0 1
C 1.387 -0.439 -0.503
C 0.485 0.134 -1.299
C -0.922 2.542 -0.331
C 0.519 -0.566 0.757
C -0.693 0.199 -0.275
C 0.018 -1.997 1.164
N -1.111 1.439 0.265
H 2.351 -0.652 -0.809
H 0.429 0.536 -2.251
H -1.097 3.540 0.017
H -0.556 2.580 -1.343
H 0.958 -0.065 1.535
H -1.515 -0.458 -0.578
H -0.491 -1.938 2.125
H 0.839 -2.686 1.256
H -0.601 -2.171 0.271
*
```

Summary:
* ΔE to the lowest compared entry with this formula, charge and spin: 3.6351 eV
* gap between HOMO and LUMO: 10.125 eV
* SMILES: C=N[C@H]1C=C[C@@H]1C

Atomic partial charges in e from the Löwdin method, atoms 1 to 5: atom 1 (C): -0.05, atom 2 (C): -0.05, atom 3 (C): -0.04, atom 4 (C): -0.20, atom 5 (C): -0.25

=====

# 2
The following is a DFT calculation (ωB97M-V/def2-TZVPD) of a single C6H9N molecule.

The geometry in ORCA input format:
```
! RIJCOSX wB97M-V def2-TZVPD def2/J DEFGRID3
* xyz 0 1
C -1.508 -0.897 -1.266
C -0.430 -0.207 -0.537
C 0.766 -0.761 -0.352
C 1.393 -0.295 0.887
C 0.582 0.853 1.385
N 0.419 1.930 0.456
C -0.633 0.950 0.351
H -2.350 -1.061 -0.578
H -1.164 -1.882 -1.600
H -1.840 -0.294 -2.101
H 1.263 -1.551 -0.901
H 2.147 0.071 0.009
H 1.425 -1.152 1.614
H 0.475 1.117 2.443
H 1.068 1.840 -0.320
H -1.632 1.302 0.607
*
```

Summary:
* ΔE to the lowest compared entry with this formula, charge and spin: 3.5590 eV
* gap between HOMO and LUMO: 9.337 eV
* SMILES: CC1=CC[C@H]2N[C@@H]12

Atomic partial charges in e from the Löwdin method, atoms 1 to 5: atom 1 (C): -0.06, atom 2 (C): -0.29, atom 3 (C): -0.14, atom 4 (C): -0.16, atom 5 (C): -0.23

=====

# 3
The following is a DFT calculation (ωB97M-V/def2-TZVPD) of a single C6H9N molecule.

The geometry in ORCA input format:
```
! RIJCOSX wB97M-V def2-TZVPD def2/J DEFGRID3
* xyz 0 1
C -1.242 -0.909 1.496
C -0.719 0.039 0.412
C 0.387 -0.597 -0.450
C 0.754 0.292 -1.641
C 1.541 1.522 -1.524
C -0.216 1.287 1.010
N 0.216 2.255 1.475
H -2.023 -0.432 2.095
H -0.434 -1.219 2.166
H -1.666 -1.802 1.026
H 0.022 -1.572 -0.797
H 1.271 -0.780 0.174
H 1.582 -0.182 -2.233
H -0.075 0.370 -2.358
H 2.157 1.408 -0.605
H -1.553 0.321 -0.246
*
```

Summary:
* ΔE to the lowest compared entry with this formula, charge and spin: 4.2674 eV
* gap between HOMO and LUMO: 8.806 eV

Atomic partial charges in e from the Löwdin method, atoms 1 to 5: atom 1 (C): -0.06, atom 2 (C): -0.37, atom 3 (C): -0.19, atom 4 (C): -0.35, atom 5 (C): 0.12

=====

no.,HOMO energy (Ha)
1,-0.3288
2,-0.3055
3,-0.3223